No. 1
The following is a DFT calculation (the ωB97M-V functional and the def2-TZVPD basis) of an isolated molecule of H3NO2Si at a distorted geometry.

Max |F| (eV/A): 3.354
Gap between HOMO and LUMO (spin up / spin down) (eV): 8.621 / 8.622
Calculated total energy (eV): -13508.0727
LUMO level (spin up / spin down) (eV): -1.6 / -1.6

Last column: natural (NBO) charge in e.
Atoms and positions in Å:
N1 1.3007 -0.0127 -0.6141  -0.055
O1 0.4331 1.4087 1.1213  -1.165
O2 2.2121 -0.7078 -0.2935  -0.195
Si1 -0.3175 0.1489 0.6477  1.560
H1 1.6623 0.8210 -0.9550  0.344
H2 -0.0010 -1.1816 1.1213  -0.251
H3 -1.6379 0.1626 0.1733  -0.239

Forces on atoms 1 to 6 (eV/Å):
N -0.9 -1.7 1.3
O 0.0 0.2 -0.1
O 0.3 -1.0 0.1
Si 1.6 0.0 0.7
H 0.5 3.0 -1.4
H 0.0 -0.5 0.4



No. 2
The following is a DFT calculation (the ωB97M-V functional and the def2-TZVPD basis) of a structure of composition H3NO3Si at a distorted geometry.

Max |F| (eV/A): 3.631
Gap between HOMO and LUMO (eV): 7.700
Calculated total energy (eV): -15552.6764
LUMO level (eV): -1.9

Last column: natural (NBO) charge in e.
Atoms and positions in Å:
N1 0.9731 0.6304 -1.3911  0.721
O1 0.3430 -0.3477 -0.7314  -0.638
O2 0.8339 1.7363 -0.9139  -0.450
O3 1.6583 0.4482 -2.3880  -0.399
Si1 -0.9166 -0.5853 1.2727  1.174
H1 -2.3864 -0.5447 1.1745  -0.156
H2 -0.2562 -1.8984 1.1063  -0.121
H3 -0.2491 0.5613 1.8709  -0.131

Forces on atoms 1 to 6 (eV/Å):
N -0.1 1.4 0.6
O -0.5 -1.4 0.2
O -0.2 0.8 0.5
O -1.0 -1.5 0.9
Si 2.0 0.4 -3.0
H 0.2 0.0 -0.1